No. 1
The following is a quantum chemistry calculation of the molecule C8H12, from the OMol25 dataset.

Frontier orbital gap (alpha / beta)   7.393 / 8.932 eV
Multiplicity   3
Energy above the lowest of the compared OMol25 structures with the same formula, charge and spin   0.456 eV
Total charge   0

Cartesian coordinates (Å):
C: -0.721 1.315 -2.527
C: -0.298 1.231 -1.220
C: -0.007 1.264 1.938
C: 1.264 1.175 1.348
C: -0.021 -0.002 -0.490
C: 0.423 0.029 0.898
C: -0.161 -1.371 -1.102
C: 0.527 -1.225 1.612
H: -0.875 2.325 -2.963
H: -0.721 0.431 -3.062
H: -0.313 2.225 -0.744
H: -0.206 0.694 2.881
H: -0.673 2.096 1.910
H: 1.508 2.039 0.665
H: 0.799 -1.917 -1.286
H: -0.709 -1.094 -2.071
H: -0.900 -2.019 -0.648
H: 1.058 -2.002 1.110
H: -0.549 -1.651 1.735
H: 1.162 -1.168 2.586

Atomic partial charges in e from the Mulliken method, atoms 1 to 5: atom 1 (C): -1.14, atom 2 (C): -0.13, atom 3 (C): -0.66, atom 4 (C): -0.38, atom 5 (C): 0.50

---

No. 2
The following is a quantum chemistry calculation of a structure of composition C8H12B3BeF12N4Ni, from the OMol25 dataset.

Frontier orbital gap (alpha / beta)   4.258 / 4.258 eV
Multiplicity   3
Energy above the lowest of the compared OMol25 structures with the same formula, charge and spin   5.562 eV
Total charge   +1

Cartesian coordinates (Å):
Be: 0.254 3.710 -1.698
Ni: 0.916 -0.757 1.751
B: -1.851 -1.321 1.565
F: -0.880 -2.367 1.594
F: -1.079 -0.158 1.698
F: -2.393 -1.384 0.291
F: -2.781 -1.633 2.514
B: 0.541 1.054 -0.326
F: -0.730 1.615 -0.450
F: 1.077 1.334 0.886
F: 0.506 -0.347 -0.231
F: 1.306 1.612 -1.371
B: 1.546 1.076 4.489
F: 2.598 0.304 5.042
F: 1.228 0.613 3.203
F: 0.428 0.997 5.288
F: 2.046 2.382 4.337
C: 2.459 4.514 2.355
C: 1.354 4.202 1.499
N: 0.478 3.903 0.803
H: 3.386 4.327 1.811
H: 2.520 3.741 3.131
H: 2.248 5.540 2.655
C: -1.430 -2.206 -2.538
C: -0.225 -3.034 -2.786
N: 0.726 -3.655 -2.938
H: -1.733 -1.735 -3.481
H: -1.247 -1.333 -1.916
H: -2.369 -2.705 -2.312
C: 0.744 -5.007 0.247
C: 1.190 -3.638 0.492
N: 1.552 -2.574 0.705
H: -0.111 -5.172 0.904
H: 1.479 -5.786 0.435
H: 0.419 -5.087 -0.789
C: -2.750 1.480 -4.805
C: -1.557 1.685 -3.959
N: -0.657 1.870 -3.260
H: -3.058 0.472 -4.501
H: -2.585 1.353 -5.871
H: -3.562 2.117 -4.463

Atomic partial charges in e from the Mulliken method, atoms 1 to 5: atom 1 (Be): 1.26, atom 2 (Ni): 1.29, atom 3 (B): 0.49, atom 4 (F): -0.42, atom 5 (F): -0.18

---

No. 3
The following is a quantum chemistry calculation of a cluster of 2 separate species, C8H12BClF3N2O3 in total, from the OMol25 dataset.

Frontier orbital gap   9.037 eV
Total charge   +1

Cartesian coordinates (Å):
C: 6.264 1.992 0.888
B: 5.491 1.054 -0.230
O: 6.186 0.119 -1.093
C: 3.859 1.288 -0.321
N: 3.479 2.422 -1.138
C: 1.995 2.402 -1.011
C: 1.591 1.187 -0.113
Cl: -0.057 0.605 0.368
N: 2.823 0.525 0.327
H: 6.570 2.950 0.302
H: 5.562 2.327 1.737
H: 7.179 1.424 1.288
H: 7.140 0.199 -0.817
H: 4.078 3.087 -1.645
H: 1.316 3.168 -1.512
H: 2.995 -0.288 0.935
C: -3.277 -0.296 0.397
C: -3.806 -1.142 -0.745
O: -4.470 -2.310 -0.245
C: -5.744 -2.134 0.175
O: -6.323 -1.077 0.154
C: -6.345 -3.461 0.632
F: -5.505 -4.164 1.424
F: -6.645 -4.263 -0.414
F: -7.485 -3.303 1.332
H: -2.635 -0.893 1.052
H: -2.703 0.552 0.014
H: -4.091 0.089 1.015
H: -2.972 -1.491 -1.358
H: -4.469 -0.568 -1.399

Atomic partial charges in e from the Mulliken method, atoms 1 to 5: atom 1 (C): -0.89, atom 2 (B): 0.35, atom 3 (O): -0.53, atom 4 (C): -0.01, atom 5 (N): 0.02